The following is a DFT calculation (wB97M-V/def2-TZVPD) of a structure of composition C22H18N4Se4Ta at a distorted geometry.

XYZ file:
```
49
Properties=species:S:1:pos:R:3:forces:R:3:mulliken_charge:R:1
Ta 0.6022 -0.7960 -0.6544 -0.99 1.00 -0.22 -0.04
C 0.2867 0.3104 2.5897 0.46 0.84 -0.29 0.09
C 1.5815 -0.0582 2.4437 -0.14 0.35 -0.29 -1.18
C 1.6781 -1.5182 2.6898 -0.19 0.19 -0.30 0.17
C 0.2899 -1.9167 3.0481 -0.11 0.23 -0.11 -1.12
C -0.5158 -0.8445 2.9336 -0.38 -0.76 0.55 -0.31
H -0.0944 1.3282 2.4586 0.09 -0.46 0.05 0.51
H 2.4348 0.5662 2.1919 -0.26 -0.13 0.14 0.56
H 2.4787 -1.8509 3.3183 0.37 -0.17 0.53 0.68
H 0.0525 -2.9303 3.2812 -0.36 -0.39 0.19 0.53
H -1.5933 -0.8549 3.0976 0.35 0.12 -0.11 0.47
C 2.6418 4.2321 -1.8242 0.73 0.69 -0.48 -0.48
C 2.8927 3.6307 -0.6157 -0.39 -0.32 -0.01 -0.82
C 2.0310 2.6321 -0.1661 0.24 0.07 -0.36 0.07
C 1.0008 2.2160 -0.9875 -0.09 -0.26 0.37 -1.01
C 0.7471 2.8140 -2.2257 -0.15 -0.52 0.86 0.46
C 1.5714 3.8329 -2.6109 -0.15 0.50 -0.86 -0.79
N 0.1404 1.1654 -0.5196 -0.72 0.21 -0.25 1.22
C -1.1544 1.6244 -0.1211 0.82 -1.36 0.07 -0.05
C -1.5778 2.9075 0.0943 1.21 0.43 -0.27 -0.64
C -2.8373 3.1157 0.5913 -0.18 0.81 0.06 -0.81
C -3.6812 2.0624 0.8565 -0.80 -0.58 0.38 -0.59
C -3.2745 0.7564 0.6558 0.62 0.06 -0.22 -0.61
C -1.9931 0.5691 0.1792 0.22 -0.48 0.07 0.68
N -1.3683 -0.6759 -0.0318 0.27 -0.24 -0.77 0.94
N -2.2212 -1.7204 -0.0313 0.02 0.10 0.44 -1.05
C -1.6313 -2.7689 -0.5336 -0.11 0.48 0.22 0.32
C -2.1700 -4.0709 -0.4669 0.21 -1.17 -0.28 -0.64
C -1.4412 -5.1022 -0.9811 -1.01 0.34 0.35 -0.38
C -0.2656 -4.8327 -1.6980 0.78 -0.26 -0.53 -0.68
C 0.2302 -3.5836 -1.7277 0.16 -0.86 -0.55 0.06
N -0.3864 -2.5601 -1.0685 0.57 0.73 -0.07 0.24
H 3.3208 5.0206 -2.1756 -0.42 -0.35 0.12 0.38
H 3.7481 3.9252 -0.0483 0.31 0.16 0.41 0.47
H 2.1636 2.1636 0.7969 0.02 -0.01 0.06 0.16
H -0.1036 2.4817 -2.8142 0.14 0.07 -0.01 0.52
H 1.3545 4.3181 -3.5573 0.24 0.08 0.09 0.41
H -0.8635 3.7000 -0.0934 -0.31 0.25 0.03 0.47
H -3.1202 4.1391 0.7734 -0.33 0.07 0.08 0.44
H -4.6714 2.2044 1.2630 -0.06 0.31 -0.03 0.40
H -3.8576 -0.1190 0.8518 -0.47 -0.11 0.15 0.55
H -3.1201 -4.2331 0.0156 -0.05 0.12 0.08 0.49
H -1.7769 -6.1163 -0.8987 -0.27 -0.30 0.04 0.45
H 0.2493 -5.5975 -2.2740 -0.15 0.04 0.25 0.42
H 1.1078 -3.4115 -2.3331 0.04 0.46 0.23 0.19
Se 1.8619 -0.3397 -2.8047 -0.03 -0.02 -0.08 -0.14
Se 3.4422 -1.9101 -2.0523 -0.10 -0.07 0.25 -0.06
Se 3.8797 -1.4227 0.2014 0.37 0.31 -0.38 0.00
Se 1.9314 -2.4819 0.9839 0.00 -0.22 0.41 0.05
```
Positions in Å, forces in eV/Å.

The spin multiplicity is 1. As for the strongest force on any atom: 1.59 eV/A. The value obtained for the highest occupied orbital energy (spin up / spin down) is -0.3771 / -0.3772 Ha. The value obtained for the energy relative to the best compared isomer or geometry (same formula, charge and spin) is 34.9 kcal/mol. As for the total charge: +1.